C39H29BiBrN5O | the ωB97M-V functional and the def2-TZVPD basis

Last column: Löwdin charge in e.
CARTESIAN COORDINATES (ANGSTROEM)
Bi  0.1452  0.2300  1.3890  1.7570
Br  4.2915  2.0902  -5.4530  0.7281
O  0.0983  -1.7201  0.2822  -0.2917
N  1.6606  -3.7180  2.2818  0.1259
N  -0.0524  -2.1324  -6.1047  0.0695
N  -0.0349  0.4705  -1.3724  0.0294
N  -0.6626  -2.6799  -5.1660  0.0720
N  -0.7859  2.0332  3.2372  0.0337
C  -0.3372  -3.1395  -1.5384  -0.0084
C  4.5945  -1.5501  2.8497  -0.0958
C  -0.6641  5.4793  0.8455  -0.0872
C  4.0530  -0.5415  3.6360  -0.1044
C  0.0787  5.4261  2.0164  -0.0857
C  2.9932  -0.3701  -4.8499  -0.1119
C  -0.2075  -0.7595  -1.9119  -0.1578
C  -4.5963  1.3954  0.0923  -0.0780
C  -2.2389  -1.8625  4.6758  -0.0896
C  -1.4616  4.3999  0.4926  -0.0436
C  -0.1232  -1.8791  -1.0005  -0.3581
C  -1.2534  -2.4598  5.4533  -0.0831
C  2.9621  0.7547  -5.6596  -0.6963
C  2.7053  -0.5961  3.9624  -0.0653
C  -1.5308  3.2543  1.2836  -0.1603
C  -0.2020  1.5382  -2.1152  -0.1193
C  0.0759  -2.3734  5.0640  -0.0302
C  -1.8853  -1.1697  3.5237  -0.1300
C  1.8850  -1.6286  3.5120  -0.2073
C  -0.5741  -2.2754  -3.8015  -0.2467
C  0.4368  -1.6863  3.9026  -0.2551
C  2.4364  -2.6445  2.7060  -0.2770
C  3.7990  -2.5882  2.3923  -0.0350
C  -4.1425  0.0831  0.0273  -0.0760
C  -0.8076  0.2244  -4.0136  -0.0055
C  -0.5069  -0.9467  -3.2782  -0.1044
C  -1.9705  0.7863  0.8474  -0.3112
C  1.9916  -1.3207  -4.9697  -0.0235
C  1.9772  0.9139  -6.6190  -0.1241
C  0.9644  -1.1500  -5.8951  -0.2978
C  -2.8400  -0.2134  0.4071  -0.1331
C  -2.4215  2.1144  0.8907  -0.2224
C  -3.7399  2.4001  0.5180  -0.0376
C  -0.6417  1.4578  -3.4487  -0.0304
C  -0.5484  -1.0697  3.1186  -0.2918
C  -0.5577  -3.3205  -2.9070  -0.0250
C  -0.7743  3.2189  2.4649  -0.2919
C  0.9913  -0.0549  -6.7462  -0.0395
C  0.0216  4.3007  2.8229  -0.0337
H  -0.6769  -4.3229  -3.3076  0.1161
H  3.7849  -0.4976  -4.1222  0.1048
H  5.6471  -1.5303  2.5925  0.1011
H  -2.0382  4.4315  -0.4255  0.1162
H  -0.8500  2.3609  -4.0100  0.1086
H  4.6742  0.2716  3.9951  0.0969
H  0.7004  6.2634  2.3079  0.1042
H  1.9851  1.7806  -7.2674  0.1016
H  2.0359  -4.1989  1.4821  0.0880
H  -3.2838  -1.9349  4.9645  0.1017
H  -0.0219  2.5015  -1.6377  0.1115
H  -4.8015  -0.7075  -0.3174  0.1054
H  -1.6983  1.6001  3.2976  0.0845
H  -1.5197  -2.9970  6.3578  0.1017
H  0.6832  -3.5007  2.1614  0.0777
H  4.2298  -3.3767  1.7800  0.1092
H  2.2697  0.1790  4.5849  0.1121
H  -0.3649  2.1122  4.1509  0.1041
H  -0.6206  6.3553  0.2099  0.1020
H  0.5954  4.2590  3.7441  0.1117
H  0.8518  -2.8369  5.6633  0.1196
H  -2.4929  -1.2451  0.3629  0.1026
H  -5.6191  1.6324  -0.1793  0.1028
H  -1.1996  0.1342  -5.0185  0.1174
H  -4.0933  3.4241  0.5733  0.1139
H  2.0035  -2.2020  -4.3392  0.1240
H  -0.3262  -3.9913  -0.8669  0.1119
H  -2.6736  -0.7257  2.9205  0.0808
H  0.2190  0.0408  -7.5021  0.1180

Cartesian forces, eV/Å:
Bi -0.11 -0.32 -0.05
Br -0.02 -0.04 -0.02
O -0.11 0.36 -0.11
N 0.06 0.09 0.17
N -0.05 -0.25 0.28
N 0.09 0.08 -0.13
N -0.22 0.39 -0.29
N 0.07 0.12 -0.08
C 0.04 -0.02 0.17
C -0.05 -0.07 -0.02
C 0.01 0.01 -0.01
C 0.01 0.06 0.03
C -0.03 -0.01 -0.03
C -0.05 -0.09 0.05
C -0.03 0.03 0.12
C 0.04 -0.04 0.02
C 0.02 0.00 0.01
C 0.01 -0.02 0.01
C 0.01 -0.11 -0.04
C 0.01 0.01 -0.02
C -0.02 0.02 -0.01
C -0.02 -0.06 -0.07
C -0.09 -0.12 0.01
C 0.02 -0.13 0.13
C -0.05 0.00 -0.02
C 0.11 -0.07 -0.07
C -0.07 -0.11 -0.01
C 0.21 -0.07 0.24
C 0.03 0.07 -0.04
C 0.02 0.12 0.08
C 0.00 0.03 -0.03
C -0.01 0.04 -0.03
C 0.01 -0.04 -0.04
C -0.14 0.07 -0.17
C -0.10 -0.03 0.05
C 0.07 -0.08 0.02
C -0.04 0.00 -0.05
C 0.17 0.11 0.13
C 0.10 0.01 0.00
C 0.05 0.03 -0.05
C 0.02 -0.04 -0.01
C 0.00 0.03 -0.05
C -0.06 -0.01 0.11
C 0.06 -0.07 -0.10
C -0.08 -0.11 -0.05
C -0.07 0.08 -0.09
C 0.05 -0.03 0.04
H 0.00 0.08 0.05
H -0.04 0.00 -0.05
H -0.05 -0.01 -0.01
H 0.01 -0.01 0.04
H 0.00 -0.06 0.06
H -0.07 -0.07 -0.03
H -0.01 -0.03 -0.01
H -0.02 -0.04 0.03
H 0.00 -0.03 -0.09
H 0.11 0.00 -0.02
H -0.06 -0.12 -0.07
H 0.05 0.06 0.05
H -0.04 -0.04 0.08
H 0.02 0.05 -0.07
H -0.06 0.04 -0.05
H -0.04 0.09 0.06
H -0.01 -0.04 0.00
H 0.01 0.09 0.03
H -0.01 -0.05 0.03
H -0.04 0.00 -0.06
H -0.03 -0.02 -0.03
H -0.04 0.15 0.00
H 0.08 0.01 -0.01
H 0.11 0.01 -0.01
H 0.01 -0.03 0.00
H 0.02 0.07 0.00
H 0.01 0.06 -0.07
H 0.10 0.01 0.09
H 0.06 0.00 0.04

As for the highest occupied orbital energy: -0.27537 Eh. As for the orbital gap: 7.4 eV. The charge is 0. The value obtained for the maximum force is 0.5 eV Å⁻¹.


C39H29CoN9OS | the ωB97M-V functional and the def2-TZVPD basis

Last column: Löwdin charge in e.
CARTESIAN COORDINATES (ANGSTROEM)
Co  -0.5532  -0.4339  0.2039  0.6057
S  5.8110  -1.9335  -0.3928  0.9824
O  0.0830  1.8861  -0.2205  -0.2104
N  0.9495  -0.4774  1.4020  0.0901
N  0.4984  -1.3855  -1.1175  0.0950
N  -1.1144  -1.5290  -2.8884  0.1989
N  2.7250  -1.3455  -0.0777  -0.1099
N  -2.0083  -0.3547  -0.9949  0.0917
N  3.5326  -0.5167  -0.9590  0.1276
N  -0.1485  0.2650  3.4216  0.1923
N  -3.6921  0.6655  0.3915  0.1987
N  -1.6905  0.1776  1.6034  0.0733
C  -3.1650  0.3793  -0.7789  -0.2639
C  4.1019  1.3374  4.2402  -0.0960
C  -3.0981  -0.0988  -3.0008  -0.1133
C  1.9913  -4.3688  -4.3338  -0.0736
C  0.8871  -3.5996  -4.0165  -0.0014
C  3.1117  0.0933  1.9551  -0.1137
C  -5.3483  1.3147  -3.7229  -0.0809
C  0.9296  0.0960  2.6410  -0.2828
C  4.6559  -2.7183  0.6479  -0.3851
C  2.2468  -0.4780  0.9963  -0.2193
C  -1.4969  3.6515  0.3565  -0.0480
C  -3.6113  0.5524  2.8360  -0.0985
C  3.3594  -2.4407  0.6709  -0.0870
C  4.9609  0.9660  3.1897  -0.0875
C  -3.8369  0.6017  -2.0384  -0.1077
C  -4.9107  0.7151  3.2974  -0.0125
C  -1.3531  0.2185  2.9318  -0.2914
C  -2.7526  0.4157  5.1068  -0.0118
C  -4.0510  0.5778  5.5623  -0.0810
C  -4.9705  1.3218  -2.3901  -0.0114
C  2.7494  1.0966  4.1634  -0.0176
C  1.7341  -1.9075  -0.9866  -0.1604
C  -3.4871  -0.1158  -4.3328  -0.0139
C  3.1177  -4.3801  -3.5037  -0.0717
C  0.9317  -2.8329  -2.8626  -0.0946
C  4.7703  -0.7621  -1.1395  -0.4459
C  -1.9811  -0.7012  -2.3006  -0.2625
C  2.2532  0.4688  3.0196  -0.1097
C  4.4917  0.3489  2.0531  -0.0402
C  -4.6197  0.6011  -4.6810  -0.0857
C  -2.5514  0.3958  3.7361  -0.1012
C  -5.1148  0.7215  4.6672  -0.0830
C  -3.0346  0.4418  1.5085  -0.2651
C  0.8912  2.3960  -1.2764  -0.2550
C  -0.2518  2.8732  0.7506  -0.2503
C  0.6213  1.6472  -2.5634  -0.0517
C  2.0678  -2.8247  -2.0283  -0.0950
C  3.1738  -3.6189  -2.3528  -0.0188
C  -0.0113  -1.8995  -2.2906  -0.2666
H  5.2733  -0.1055  -1.8396  0.0897
H  -0.4243  2.3470  1.6887  0.0983
H  -1.3786  4.1056  -0.6296  0.0740
H  4.0460  -3.6670  -1.7186  0.0725
H  -6.2257  1.8677  -4.0334  0.1000
H  0.0055  -3.5830  -4.6437  0.1179
H  6.0188  1.1829  3.2741  0.0997
H  1.9462  2.3011  -0.9920  0.1177
H  -6.1189  0.8295  5.0574  0.1000
H  -0.4230  1.7566  -2.8618  0.0814
H  0.6020  3.5434  0.8964  0.1244
H  -1.6873  4.4472  1.0782  0.0806
H  5.1788  0.0984  1.2586  0.0580
H  0.8421  0.5885  -2.4395  0.0490
H  -4.2482  0.5883  6.6268  0.0999
H  5.0772  -3.4864  1.2786  0.0824
H  -2.9228  -0.6751  -5.0678  0.1112
H  -2.3595  2.9857  0.3251  0.0604
H  1.9915  -4.9714  -5.2326  0.1030
H  4.5194  1.8187  5.1155  0.0959
H  2.0721  1.3781  4.9593  0.1118
H  0.6703  3.4583  -1.4185  0.1141
H  3.9606  -5.0068  -3.7650  0.1051
H  -5.7369  0.8263  2.6071  0.1125
H  1.2597  2.0393  -3.3563  0.0822
H  -5.5233  1.8770  -1.6437  0.1124
H  2.6552  -2.9587  1.3038  0.1547
H  -4.9480  0.6110  -5.7126  0.0986
H  -1.9153  0.3001  5.7825  0.1130

Cartesian forces, eV/Å:
Co 0.19 -0.03 0.15
S -0.06 0.04 -0.08
O -0.11 -0.12 -0.18
N 0.26 0.26 0.57
N 0.41 -0.13 -0.11
N 0.54 -0.64 -0.34
N -0.12 -0.29 0.30
N -0.36 -0.05 -0.95
N 0.10 0.51 -0.54
N -0.95 -0.04 0.38
N -0.24 0.04 0.36
N -0.63 -0.08 0.25
C -0.17 -0.05 -0.04
C -0.22 0.07 0.25
C -0.11 0.10 0.08
C 0.07 -0.08 -0.05
C -0.15 0.12 0.06
C -0.28 -0.09 -0.20
C -0.03 0.03 0.12
C 0.67 -0.30 -0.67
C 0.01 0.23 -0.23
C 0.20 0.32 0.14
C 0.12 -0.11 -0.07
C 0.11 -0.08 0.54
C 0.34 -0.34 0.03
C 0.04 -0.13 -0.28
C 0.25 -0.11 -0.08
C -0.02 0.06 -0.16
C 0.98 0.22 0.10
C 0.09 0.02 -0.08
C 0.01 0.01 0.03
C -0.07 0.02 -0.01
C 0.22 0.08 0.12
C -0.27 -0.02 0.15
C 0.00 -0.04 -0.05
C -0.05 0.00 -0.03
C 0.52 -0.20 0.01
C -0.02 -0.38 0.45
C -0.30 0.44 0.77
C -0.28 -0.16 -0.25
C 0.21 0.07 0.17
C 0.06 -0.07 -0.11
C -0.53 0.05 -0.02
C -0.03 0.00 0.05
C 0.44 0.09 -0.53
C 0.05 -0.01 -0.12
C -0.08 0.09 0.16
C -0.01 -0.02 0.13
C -0.04 -0.20 -0.22
C 0.02 0.07 0.11
C -0.64 0.56 -0.06
H -0.02 0.03 -0.02
H 0.08 0.02 -0.02
H -0.01 0.03 0.02
H 0.04 0.03 -0.03
H 0.01 0.01 0.01
H 0.01 0.02 0.00
H 0.00 -0.01 0.00
H -0.01 0.02 0.03
H 0.01 0.03 -0.01
H 0.01 -0.01 -0.01
H 0.03 -0.03 0.00
H -0.03 -0.01 0.01
H 0.02 0.02 0.05
H 0.01 0.06 -0.06
H -0.01 0.00 -0.01
H -0.10 -0.03 0.05
H 0.01 0.02 0.01
H -0.02 0.04 0.00
H -0.03 -0.01 0.02
H -0.02 0.01 -0.01
H 0.01 0.01 0.01
H 0.02 0.02 0.03
H 0.01 0.02 0.00
H 0.02 -0.01 -0.01
H -0.02 0.01 -0.02
H -0.03 -0.04 -0.01
H -0.09 0.07 -0.05
H -0.01 0.01 0.01
H -0.02 0.00 0.02

Its multiplicity is 4. As for the highest occupied orbital energy (alpha / beta): -0.20123 / -0.23887 Eh. As for the orbital gap (alpha / beta): 5.2 / 4.5 eV. The charge is 0. The value obtained for the maximum force is 1.0 eV Å⁻¹.


C39H29InN6O8S2 | the ωB97M-V functional and the def2-TZVPD basis

Last column: Löwdin charge in e.
CARTESIAN COORDINATES (ANGSTROEM)
In  0.6662  1.1110  0.6434  0.6601
S  2.2278  -0.9739  0.4097  0.7249
S  0.3904  0.5615  -2.0272  0.5937
O  0.0171  -1.4706  4.0476  0.0013
O  -4.3432  -0.6219  -1.4516  0.0945
O  -0.5314  3.3775  2.3710  0.0145
O  2.4072  2.3619  -0.0462  -0.1937
O  -0.3604  -0.1313  2.2751  -0.0893
O  1.1054  4.1467  -0.5239  0.0475
O  -1.7735  2.7629  0.6040  -0.1281
O  -0.2365  -1.7287  0.1035  -0.0400
N  0.4270  -4.0455  1.7749  0.1351
N  1.9678  1.2167  2.9553  0.1539
N  1.4199  -3.1174  -0.9017  0.0726
N  -2.2889  -0.8969  -0.3858  0.2465
N  -1.6437  -2.7796  -1.4623  0.1812
N  0.1848  2.7301  -3.8540  0.0081
C  -4.4580  -5.3305  0.2886  -0.0847
C  1.3379  0.4569  3.8160  -0.1596
C  1.0967  -2.0934  -0.2233  -0.8042
C  4.7031  3.7906  -0.6639  -0.0366
C  3.6758  2.8622  2.5176  0.0196
C  0.3536  -5.2511  -0.3179  -0.1265
C  0.2339  -0.4856  3.3323  -0.6199
C  3.4568  4.4058  -0.5984  -0.1197
C  0.2686  1.8795  -3.0675  -0.8460
C  -2.7291  3.7554  0.9828  -0.0830
C  4.5851  3.7787  2.9657  -0.0638
C  -3.7006  -3.0369  -5.6960  -0.0999
C  0.0734  -5.0711  1.1142  -0.2713
C  4.8290  3.9377  4.3503  -0.0995
C  3.3720  5.7890  -0.7125  -0.0199
C  4.1689  3.1497  5.2492  -0.0605
C  2.9371  2.0746  3.4329  -0.1607
C  5.7656  5.9349  -0.9419  -0.1206
C  -6.2344  -4.3609  -0.9945  -0.0860
C  -5.3229  -3.5467  -1.6483  -0.0425
C  -2.2842  -1.3709  -3.9925  -0.0036
C  3.2127  2.2008  4.8102  -0.1611
C  -1.3703  -1.8049  -0.5838  -0.4191
C  -3.3210  -1.2230  -1.2352  -0.4018
C  -3.5433  -4.5126  -0.3683  -0.0096
C  -3.0005  -2.4457  -3.4630  -0.1302
C  -2.9827  -2.6107  -1.9538  -0.2486
C  5.8541  4.5512  -0.8418  -0.0999
C  -0.6622  2.6815  1.3940  -0.4961
C  2.4936  1.3715  5.7068  -0.0187
C  0.9155  -4.3428  -1.1570  -0.2111
C  -3.6952  -3.2833  -4.3251  -0.0416
C  1.5879  0.4934  5.2166  0.0060
C  -3.0002  -1.9569  -6.2141  -0.1057
C  -3.9607  -3.6198  -1.3469  -0.1302
C  -5.8066  -5.2578  -0.0195  -0.1094
C  2.1828  3.5918  -0.3856  -0.5970
C  4.5208  6.5531  -0.8744  -0.0990
C  -2.2826  -1.1288  -5.3566  -0.0620
H  2.6841  1.4552  6.7727  0.1070
H  -6.5237  -5.8779  0.5063  0.0907
H  -2.4959  -4.5634  -0.0990  0.0940
H  -4.2675  -3.6858  -6.3541  0.0906
H  -4.1100  -6.0079  1.0608  0.0971
H  4.7492  2.7113  -0.5772  0.1207
H  5.5363  4.6846  4.6916  0.0901
H  4.3599  3.2384  6.3151  0.1002
H  4.4493  7.6317  -0.9481  0.0889
H  -1.0256  -3.5409  -1.6869  0.1224
H  5.1204  4.3918  2.2482  0.0950
H  -1.7342  -0.2760  -5.7412  0.1087
H  -3.0157  -1.7578  -7.2796  0.0913
H  -7.2895  -4.2751  -1.2290  0.0957
H  0.1032  -6.2157  -0.7428  0.0739
H  6.8212  4.0658  -0.9074  0.0920
H  -2.2924  4.7494  0.8975  0.0862
H  -3.5598  3.6371  0.2933  0.0828
H  3.4822  2.7259  1.4614  0.0730
H  -3.0616  3.5958  2.0080  0.0818
H  1.0794  -4.6645  -2.1853  0.1070
H  0.1195  -4.0603  2.7436  0.0543
H  6.6621  6.5297  -1.0738  0.0856
H  2.3870  6.2382  -0.6738  0.1143
H  -1.7247  -0.7127  -3.3283  0.0768
H  -4.2299  -4.1388  -3.9317  0.1037
H  -5.6658  -2.8228  -2.3756  0.1187
H  1.0204  -0.1846  5.8376  0.1096
H  -0.4840  -5.8981  1.5706  0.0891

Cartesian forces, eV/Å:
In 0.53 0.06 -0.03
S -0.37 0.04 -0.10
S -0.05 0.05 -0.05
O -0.10 0.15 -0.08
O 0.00 -0.06 0.06
O 0.03 0.00 0.06
O -0.50 0.23 -0.20
O 0.16 -0.12 0.10
O -0.11 -0.07 0.07
O 0.09 0.16 0.22
O 0.02 0.15 -0.19
N 0.05 0.01 -0.18
N 0.09 0.14 0.28
N -0.07 -0.06 0.07
N -0.27 -0.17 -0.15
N 0.30 -0.21 -0.12
N 0.04 -0.20 0.13
C 0.02 0.04 -0.03
C 0.09 0.18 0.10
C -0.13 -0.15 -0.09
C 0.05 0.04 -0.04
C 0.01 0.01 0.06
C -0.08 0.13 0.33
C -0.04 -0.11 -0.13
C 0.03 -0.07 -0.02
C -0.14 0.11 0.08
C 0.16 -0.23 -0.04
C 0.07 0.04 0.18
C 0.04 0.06 0.04
C 0.04 0.05 -0.30
C -0.03 -0.02 -0.16
C 0.04 0.02 -0.02
C -0.05 -0.06 0.03
C -0.08 -0.09 -0.15
C -0.08 -0.05 0.03
C 0.04 -0.01 0.03
C 0.02 0.00 0.00
C 0.01 0.07 0.00
C -0.02 0.04 0.07
C 0.57 0.13 0.25
C 0.14 -0.11 -0.03
C 0.01 -0.16 0.02
C -0.09 0.11 -0.04
C -0.43 0.10 0.17
C -0.08 0.02 -0.01
C -0.29 -0.01 -0.43
C 0.10 0.07 0.03
C 0.05 0.13 0.12
C 0.06 -0.06 -0.03
C -0.03 -0.11 -0.10
C -0.04 -0.06 0.07
C 0.09 0.17 -0.06
C -0.01 0.05 -0.07
C 0.28 -0.26 -0.03
C -0.01 -0.10 0.02
C 0.00 0.02 0.02
H -0.01 -0.01 -0.02
H 0.02 0.01 -0.03
H -0.02 0.01 0.01
H 0.05 -0.02 0.01
H 0.00 0.03 -0.04
H 0.01 0.05 -0.02
H 0.03 -0.03 0.00
H -0.03 0.01 -0.05
H -0.01 0.01 -0.02
H -0.05 -0.01 0.09
H -0.02 -0.03 0.02
H -0.01 -0.06 0.03
H 0.01 -0.01 0.02
H 0.03 -0.02 0.00
H -0.01 -0.01 -0.02
H -0.02 -0.01 0.02
H -0.01 0.07 0.01
H -0.04 0.03 -0.04
H 0.03 -0.07 0.23
H -0.02 0.03 0.04
H -0.01 -0.01 -0.01
H 0.00 0.05 0.03
H 0.01 0.00 0.00
H 0.03 -0.01 0.01
H -0.05 -0.05 -0.09
H -0.04 0.04 -0.01
H 0.01 0.02 0.03
H 0.01 0.01 -0.02
H -0.06 -0.08 0.04

As for the highest occupied orbital energy: -0.10690 Eh. As for the orbital gap: 7.0 eV. The charge is -2. The value obtained for the maximum force is 0.6 eV Å⁻¹.


Calculated values (kcal/mol) of relative energy (zero: lowest compared OMol25 entry of this formula, charge and spin) for the records, taken in order: 0.0; 3.8; 30.2.